{"formula": "C30H50ClN5PRuSSi", "method": "the ωB97M-V functional and the def2-TZVPD basis", "e_lumo_ev": [-0.74, -0.84], "total_charge": 0, "spin_multiplicity": 2, "elements": ["Ru", "C", "C", "C", "P", "C", "C", "C", "C", "C", "C", "C", "C", "C", "C", "N", "C", "C", "C", "C", "C", "C", "C", "C", "C", "H", "H", "H", "H", "H", "H", "H", "H", "H", "H", "H", "H", "H", "H", "H", "H", "H", "H", "H", "H", "H", "H", "H", "H", "H", "H", "H", "H", "H", "H", "H", "C", "C", "N", "N", "C", "S", "N", "N", "H", "H", "H", "H", "H", "H", "C", "Si", "C", "C", "C", "H", "H", "H", "H", "H", "H", "H", "H", "H", "H", "H", "Cl", "C", "H", "H"], "positions_angstrom": [[-0.08406, 0.73756, 0.93561], [4.58474, 2.47476, 0.10711], [3.75114, 1.44896, 0.86341], [3.24864, 2.03066, 2.18501], [2.23504, 0.69086, 0.00291], [2.16954, 1.00886, -1.85379], [3.42564, 0.90326, -2.71099], [1.44324, 2.33316, -2.09119], [2.75504, -1.05304, 0.02871], [4.01454, -1.44394, -0.40079], [4.40254, -2.77654, -0.44039], [5.75244, -3.17544, -0.96179], [3.49124, -3.73394, 0.01501], [2.24824, -3.37254, 0.46631], [1.82164, -2.02034, 0.47711], [0.61924, -1.65454, 0.94161], [-0.40336, -2.58264, 1.01591], [-0.85106, -3.28014, -0.13129], [-0.20126, -3.09214, -1.47229], [-1.92486, -4.14604, -0.02569], [-2.56676, -4.38454, 1.18261], [-3.70606, -5.35364, 1.28381], [-2.11656, -3.70084, 2.30331], [-1.06096, -2.80994, 2.24251], [-0.56096, -2.15944, 3.49401], [5.25484, 2.96356, 0.81321], [3.96334, 3.23966, -0.34929], [5.20004, 2.00886, -0.65849], [4.38794, 0.58836, 1.09861], [2.85824, 3.03416, 2.03761], [4.05254, 2.07836, 2.91601], [2.44224, 1.41156, 2.59101], [1.48594, 0.19776, -2.15819], [4.15124, 1.66946, -2.45599], [3.14654, 1.04186, -3.75689], [3.88684, -0.07634, -2.61899], [2.04214, 3.17756, -1.75109], [0.48994, 2.33906, -1.54429], [1.23754, 2.46006, -3.15409], [4.71774, -0.68924, -0.72979], [6.28854, -2.30924, -1.34429], [5.65554, -3.90324, -1.76809], [6.35774, -3.62844, -0.17489], [3.76744, -4.78014, 0.01751], [1.56694, -4.12164, 0.84051], [0.20324, -2.08744, -1.58799], [-0.92646, -3.27414, -2.26279], [0.62314, -3.79654, -1.59379], [-2.26886, -4.65184, -0.91909], [-3.65976, -6.09314, 0.48751], [-4.66166, -4.83274, 1.21251], [-3.68536, -5.87074, 2.24111], [-2.60186, -3.86994, 3.25361], [-1.39226, -1.86984, 4.13421], [0.04064, -1.28474, 3.24151], [0.07064, -2.85414, 4.04861], [-4.39546, 4.85276, 0.78011], [-2.93526, 5.06916, 0.82321], [-2.33186, 6.21286, 0.82031], [-1.00616, 5.93666, 0.86481], [-0.76806, 4.60656, 0.87501], [0.67804, 3.82246, 0.89741], [-2.02076, 4.04066, 0.86061], [-2.21836, 2.67586, 0.88501], [-4.89786, 5.81336, 0.76041], [-4.72176, 4.29736, 1.65741], [-4.67116, 4.27786, -0.10259], [-0.32086, 6.67306, 0.84831], [-2.73936, 2.33486, 0.07981], [-2.67316, 2.36736, 1.74691], [-3.96616, 1.95366, -1.91969], [-2.91756, 0.33786, -1.87789], [-4.17766, -1.08474, -2.14609], [-1.76196, 0.37426, -3.39679], [-1.93896, 0.05546, -0.31249], [-4.63036, 1.93996, -2.78009], [-3.35126, 2.84746, -2.00919], [-4.60456, 2.05426, -1.04439], [-4.58076, -1.06264, -3.15479], [-5.01186, -1.01664, -1.45209], [-3.70126, -2.04924, -1.99289], [-2.25466, 0.81396, -4.25959], [-1.45226, -0.63074, -3.66649], [-0.86366, 0.94886, -3.20019], [-1.35866, -0.85824, -0.47459], [-2.59326, -0.10854, 0.55791], [-2.17526, 0.85166, 3.48611], [-0.48916, 1.30316, 3.12551], [0.11394, 0.85166, 3.91951], [-0.44436, 2.39216, 3.23951]], "forces_ev_per_a": [[-0.37, -1.60, 0.36], [-0.06, -0.18, -0.02], [-0.40, 0.10, 0.08], [-0.12, -0.19, 0.05], [0.64, -0.70, 0.31], [-0.74, 0.27, 0.33], [-0.04, -0.21, 0.29], [-0.25, -0.19, 0.03], [-0.77, -0.07, 0.32], [0.19, -0.44, 0.01], [0.11, 0.27, -0.09], [-0.03, -0.07, 0.09], [0.01, 0.31, -0.06], [-0.13, 0.05, 0.09], [0.91, 0.21, -0.26], [-1.13, 2.69, 0.18], [-0.81, -0.70, 0.05], [0.07, 0.40, 0.23], [-0.08, -0.05, 0.07], [-0.12, -0.16, 0.18], [0.15, 0.03, -0.04], [-0.07, 0.08, -0.01], [-0.10, -0.03, -0.21], [0.32, 0.05, -0.32], [0.08, 0.17, -0.02], [0.07, 0.08, 0.04], [-0.05, 0.17, -0.08], [0.02, 0.03, -0.09], [-0.26, 0.07, -0.15], [-0.04, 0.06, 0.06], [0.13, 0.02, 0.06], [0.09, 0.10, 0.14], [0.11, 0.09, 0.09], [0.07, 0.07, -0.02], [-0.05, 0.01, 0.00], [0.09, -0.02, -0.04], [-0.05, 0.08, 0.01], [0.24, 0.16, -0.19], [0.01, 0.05, -0.10], [0.12, 0.03, 0.00], [0.08, 0.02, -0.05], [0.08, -0.02, -0.05], [0.09, -0.04, -0.02], [0.06, -0.09, 0.00], [-0.06, -0.11, 0.02], [0.05, 0.06, -0.03], [-0.04, -0.01, -0.11], [0.08, 0.06, -0.10], [-0.04, -0.11, -0.08], [-0.05, -0.06, -0.04], [-0.10, -0.03, -0.03], [-0.03, -0.08, 0.04], [-0.06, -0.05, 0.19], [0.03, 0.03, 0.07], [-0.08, -0.12, 0.15], [0.08, -0.03, 0.06], [-0.03, -0.03, 0.03], [-0.01, 0.29, -0.03], [-0.84, 0.45, 0.00], [-0.19, -1.05, -0.05], [0.19, 0.17, -0.04], [0.37, -0.38, 0.08], [0.34, 0.53, -0.02], [-0.27, -0.18, 0.18], [-0.03, 0.06, -0.02], [-0.06, -0.05, 0.07], [-0.03, -0.01, -0.06], [-0.02, -0.14, 0.01], [0.27, 0.26, 0.05], [0.19, 0.18, -0.14], [0.42, -0.49, 0.11], [-0.13, 0.04, -0.49], [0.54, 0.54, 0.24], [-0.38, -0.01, 0.57], [1.01, 0.13, 0.45], [-0.04, -0.08, -0.18], [0.14, 0.18, 0.00], [-0.12, -0.02, 0.20], [-0.05, 0.07, -0.21], [-0.10, 0.03, 0.14], [0.11, -0.16, 0.04], [-0.13, 0.05, -0.14], [0.05, -0.24, -0.02], [0.20, 0.19, 0.09], [-0.44, -0.23, -0.08], [0.12, -0.16, -0.03], [-0.23, -0.21, -0.20], [1.18, 0.16, -1.32], [0.03, -0.12, -0.44], [0.08, -0.26, -0.23]]}

=====

{"formula": "C5H38N2O14", "method": "the ωB97M-V functional and the def2-TZVPD basis", "e_lumo_ev": 0.06, "total_charge": 0, "elements": ["N", "C", "C", "N", "C", "C", "C", "O", "H", "H", "H", "H", "H", "H", "H", "H", "H", "H", "H", "H", "H", "H", "O", "H", "H", "O", "H", "H", "O", "H", "H", "O", "H", "H", "O", "H", "H", "O", "H", "H", "O", "H", "H", "O", "H", "H", "O", "H", "H", "O", "H", "H", "O", "H", "H", "O", "H", "H", "O"], "positions_angstrom": [[2.23183, -1.56797, -0.14766], [2.15498, -1.09996, 1.18992], [2.31124, 0.53479, 1.25936], [1.16890, 1.26716, 1.08052], [0.75796, 3.20891, -0.28965], [1.22530, 2.73599, 1.07853], [0.47352, 3.42962, 2.30257], [3.33038, 1.18811, 1.36644], [3.07913, -1.93245, -0.50340], [1.58863, -2.33608, -0.26513], [1.18708, -1.04877, 1.84556], [2.80619, -1.60121, 1.87077], [0.27532, 0.85476, 1.08316], [1.46947, 4.06766, -0.45608], [-0.08341, 3.87423, -0.30937], [0.80863, 2.42960, -1.03196], [2.28750, 3.03393, 1.24843], [1.11618, 3.39834, 3.18099], [0.31701, 4.49122, 1.95262], [-0.48499, 2.95615, 2.70513], [-1.60749, -1.68545, 0.33188], [-0.30442, -1.33982, 1.10936], [-1.00606, -1.00971, 0.68721], [-4.20166, 0.71476, -1.79360], [-4.55954, 1.37434, -0.31268], [-4.45886, 0.59879, -0.87342], [1.37050, 0.96377, 4.55230], [1.27516, -0.47880, 4.77718], [1.60086, 0.08771, 4.07057], [2.95776, -0.72998, -2.22982], [4.22179, 0.23921, -2.52231], [3.32158, -0.05325, -2.85368], [-1.08002, 0.20640, -4.40240], [-0.78279, 0.20628, -3.02591], [-1.14707, 0.81286, -3.73937], [-2.14794, 1.73410, -3.00711], [-2.68130, 3.03816, -2.49933], [-2.64190, 2.09508, -2.27629], [-1.97218, -0.17319, 3.95661], [-0.85112, 0.68890, 4.25095], [-1.11474, -0.18888, 4.54642], [-1.36920, 2.05320, 1.78193], [-1.59154, 0.55219, 1.14399], [-2.02521, 1.31709, 1.54309], [-2.18088, -1.02294, -1.92918], [-3.44389, -0.73977, -1.02397], [-2.89086, -1.44081, -1.32851], [1.48430, -1.82227, -3.66828], [0.97554, -3.21635, -3.00911], [1.55944, -2.86512, -3.68188], [0.12670, -4.56326, -1.92905], [-0.70188, -3.48066, -1.24827], [0.13677, -3.67854, -1.41768], [0.77720, -0.07498, -1.36294], [-0.51241, -0.17613, -0.66011], [-0.05460, -0.21478, -1.53203], [-2.61117, -3.17887, -0.03955], [-2.14962, -3.84944, 1.31248], [-1.87847, -3.42069, 0.53309]], "forces_ev_per_a": [[-2.42, -0.32, -0.76], [-0.85, 3.71, 2.42], [0.50, -0.02, -0.38], [0.75, 0.14, 0.65], [1.86, 2.67, 0.57], [-0.53, -0.23, 1.25], [-0.26, -0.24, -0.78], [1.08, -1.37, 0.19], [1.43, -0.07, 0.53], [-0.41, -0.12, -0.42], [1.03, -1.21, -1.84], [0.95, 0.13, 0.52], [-0.78, -0.51, 0.03], [0.03, -1.11, -0.86], [-1.49, -0.72, 0.12], [-0.14, 0.18, -0.36], [-0.93, -0.65, -0.37], [0.22, 0.27, -0.06], [-0.12, -1.04, 0.83], [1.04, 0.81, -0.89], [0.44, -0.01, 0.38], [3.89, -2.59, 2.45], [-4.29, 3.01, -2.09], [-0.01, 1.54, 0.33], [0.55, 0.21, -0.88], [-0.86, -1.49, 0.62], [0.93, -1.73, -1.64], [-0.08, -0.76, -0.22], [-0.55, 2.50, 1.80], [0.77, 0.95, -0.46], [-1.81, -0.75, -0.35], [0.90, -0.14, 0.89], [-0.10, -2.06, -3.83], [-0.01, 1.59, 0.26], [0.93, 0.10, 2.81], [0.51, -0.58, -0.68], [-0.15, -0.31, 0.35], [-0.99, 1.55, 0.73], [2.08, -0.69, 1.74], [0.70, 0.13, 0.21], [-3.10, 0.49, -2.07], [-1.43, -2.01, -0.99], [0.13, -0.04, 0.09], [0.59, 2.11, 1.04], [-1.75, -0.89, 1.50], [-0.96, 1.42, 0.72], [2.93, -1.13, -1.97], [0.09, -3.39, 0.15], [-0.30, 0.63, 0.47], [0.42, 3.16, -0.78], [-0.12, 2.03, 1.50], [-5.64, 1.21, 1.29], [5.83, -3.64, -2.64], [7.55, 1.09, 1.32], [0.26, -0.37, -0.67], [-7.57, -0.90, -1.56], [-0.69, -0.17, 0.09], [-0.91, -0.77, 1.29], [0.89, 0.39, -1.63]]}

=====

{"formula": "C3H8O", "method": "the ωB97M-V functional and the def2-TZVPD basis", "smiles": "C=CC.O", "e_lumo_ev": 0.96, "total_charge": 0, "elements": ["C", "C", "C", "H", "H", "H", "H", "H", "H", "O", "H", "H"], "positions_angstrom": [[-0.21816, 1.56831, -1.03231], [-0.99713, 0.72029, -1.66919], [-0.68436, -0.74485, -1.77212], [-0.40228, 2.63172, -0.99649], [0.65248, 1.27377, -0.45219], [-1.88838, 0.99026, -2.22907], [-0.55932, -1.00705, -2.80862], [0.31276, -0.90031, -1.34611], [-1.38078, -1.45689, -1.33052], [1.53362, -1.11737, 3.44353], [0.71995, -0.72367, 3.77543], [2.11996, -1.36998, 4.15845]], "forces_ev_per_a": [[0.15, 0.74, 0.45], [-0.38, -1.10, -0.27], [1.08, 0.12, 0.30], [-0.25, 0.12, -0.14], [-0.06, -0.32, -0.23], [0.08, 0.56, 0.18], [-0.20, -0.19, -0.61], [-0.21, -0.22, 0.22], [-0.20, 0.28, 0.10], [-0.03, -0.01, -0.69], [0.35, -0.15, 0.36], [-0.32, 0.16, 0.32]]}

=====

{"formula": "C3H6NO2", "method": "the ωB97M-V functional and the def2-TZVPD basis", "smiles": "O=CNCC[O-]", "e_lumo_ev": 4.06, "total_charge": -1, "elements": ["O", "C", "N", "C", "C", "O", "H", "H", "H", "H", "H", "H"], "positions_angstrom": [[0.56671, 1.41767, 2.45650], [-0.02112, 1.15973, 1.40477], [-0.40960, -0.05714, 1.02483], [-0.64335, -0.38064, -0.38019], [0.66023, -0.59958, -1.23785], [0.35921, -0.93040, -2.48697], [-0.33918, 2.00189, 0.77468], [-0.23974, -0.79979, 1.68790], [-1.12912, 0.45381, -0.87027], [-1.22167, -1.28432, -0.53952], [1.23666, -1.38122, -0.67193], [1.18096, 0.39999, -1.16196]], "forces_ev_per_a": [[-0.22, -0.13, -0.13], [0.32, 0.52, 1.25], [-0.42, -0.26, -0.42], [0.79, -0.04, -0.68], [-0.68, 0.19, -0.02], [-0.05, -0.16, -0.19], [0.05, -0.29, -0.55], [0.31, 0.08, -0.16], [-0.44, 0.18, 0.05], [-0.35, -0.06, 0.40], [0.34, 0.24, 0.11], [0.36, -0.26, 0.35]]}

=====

Taking the records one at a time from the top gives max |F| values of 2.926; 7.787; 1.191; 1.387 eV Å⁻¹.
Taking the records one at a time from the top gives relative energy (zero: lowest compared OMol25 entry of this formula, charge and spin) values of 376.8; 674.0; 83.6; 187.4 kJ/mol.